Entry 1:
The following is a DFT calculation (ωB97M-V with the def2-TZVPD basis set) of a cluster of 4 separate species, C2H10O4 in total in a non-equilibrium geometry.

Computed properties:
LUMO energy (Eh): -0.1782
Highest occupied orbital energy (eV): -8.24

Positions of all 16 atoms, in Å:
O: -0.930 -0.294 -0.384
C: -0.788 -1.832 -0.555
C: 0.499 -1.972 -1.115
H: -0.882 -2.250 0.430
H: -1.764 -1.981 -1.011
H: 1.209 -2.590 -0.587
H: 0.898 -1.421 -1.951
H: 1.359 1.364 -1.434
H: 0.948 1.738 0.041
O: 0.621 1.750 -0.943
H: -0.464 1.462 1.747
H: -0.228 -0.027 -0.972
O: -1.451 1.352 1.876
H: -1.664 0.775 1.141
H: 1.421 2.259 2.228
O: 1.215 1.669 1.489


Entry 2:
The following is a DFT calculation (ωB97M-V with the def2-TZVPD basis set) of a structure of composition C2H10O5 in a non-equilibrium geometry.

Computed properties:
LUMO energy (Eh): -0.0413
Highest occupied orbital energy (eV): -10.53

Positions of all 17 atoms, in Å:
O: -1.217 -1.004 0.534
C: -0.692 -0.381 -0.572
O: 0.133 -1.050 -1.220
C: -0.435 1.139 -0.288
H: 1.295 -0.451 -1.291
H: -0.017 1.723 -1.105
H: -1.401 1.642 -0.051
H: 0.124 1.204 0.647
H: -0.372 -1.513 0.601
H: 1.891 -0.509 0.618
O: 2.636 -0.138 1.086
H: -2.106 0.406 1.405
H: -3.493 0.871 1.054
O: -2.900 0.797 1.808
H: 3.070 0.452 0.466
H: 2.660 0.255 -2.231
O: 2.001 0.394 -1.551


Entry 3:
The following is a DFT calculation (ωB97M-V with the def2-TZVPD basis set) of a structure of composition C2H11Li2N4O4 in a non-equilibrium geometry.

Computed properties:
LUMO energy (Eh): -0.2000
Net charge: +1
Highest occupied orbital energy (eV): -11.54

Positions of all 23 atoms, in Å:
Li: -2.356 2.290 1.201
Li: -0.619 1.525 3.797
O: -0.938 1.172 1.895
H: -0.868 0.656 1.068
O: 0.811 3.255 1.024
H: 1.596 3.319 1.568
H: 0.297 2.555 1.427
C: 0.311 -1.968 1.018
O: 0.533 -3.083 0.520
N: -0.804 -1.676 1.626
N: 1.101 -0.971 0.816
H: -0.951 -0.705 1.863
H: -1.614 -2.276 1.678
H: 0.869 -0.177 1.395
H: 1.984 -1.115 0.347
C: 0.149 -0.389 -3.173
O: 0.056 -0.624 -4.368
N: 0.072 0.700 -2.558
N: 0.074 -1.381 -2.313
H: -0.391 0.837 -1.671
H: 0.435 1.506 -3.046
H: 0.031 -2.278 -2.776
H: 0.222 -1.172 -1.336